Entry 1:
89
Properties=species:S:1:pos:R:3:lowdin_charge:R:1 method="wB97M-V/def2-TZVPD" spin_multiplicity=4 orbital_gap_ev="5.962 / 6.613" homo_energy_ha="-0.232 / -0.260" total_energy_ha=-4261.01783
V 0.576 -1.405 -0.764 0.55
C 1.998 -2.161 -3.749 -0.06
N 0.666 -2.150 -3.101 -0.23
C -0.255 -1.312 -3.875 -0.21
C -0.008 0.161 -3.601 -0.15
N -0.204 0.559 -2.189 -0.18
C 0.552 1.804 -1.968 -0.10
C -1.619 0.735 -1.896 -0.31
C -2.261 1.949 -2.126 -0.04
C -3.606 2.123 -1.843 -0.09
C -4.334 1.067 -1.317 -0.10
C -3.723 -0.155 -1.115 -0.12
C -2.366 -0.344 -1.399 -0.57
S -1.678 -1.930 -1.152 0.76
C 0.267 -3.546 -3.043 -0.34
C -0.424 -4.177 -4.064 -0.03
C -0.632 -5.549 -4.033 -0.09
C -0.123 -6.303 -2.989 -0.09
C 0.549 -5.679 -1.950 -0.10
C 0.733 -4.300 -1.962 -0.58
S 1.582 -3.491 -0.661 0.76
H 1.910 -2.525 -4.780 0.10
H 2.658 -2.824 -3.192 0.08
H 2.436 -1.170 -3.754 0.07
H -1.276 -1.580 -3.614 0.09
H -0.116 -1.467 -4.954 0.13
H -0.667 0.750 -4.250 0.14
H 1.023 0.400 -3.865 0.11
H 0.313 2.571 -2.713 0.10
H 1.612 1.592 -2.045 0.07
H 0.340 2.204 -0.981 0.01
H -1.714 2.787 -2.538 0.10
H -4.081 3.074 -2.045 0.10
H -5.380 1.196 -1.068 0.11
H -4.283 -0.997 -0.731 0.10
H -0.795 -3.607 -4.906 0.11
H -1.171 -6.024 -4.843 0.10
H -0.255 -7.377 -2.980 0.10
H 0.937 -6.249 -1.117 0.10
O 0.466 -2.248 3.188 0.11
C 0.858 -1.786 1.987 -0.56
O 0.003 -1.670 1.052 -0.37
C 2.214 -1.466 1.766 -0.26
C 3.240 -1.642 2.715 0.03
C 4.524 -1.344 2.346 -0.05
C 4.778 -0.890 1.043 0.00
C 3.717 -0.747 0.162 -0.20
N 2.452 -1.011 0.506 0.03
C 3.841 -0.289 -1.237 -0.43
O 5.056 -0.076 -1.755 0.16
O 2.870 -0.089 -1.918 0.06
H -0.471 -2.481 3.108 0.12
H 2.990 -2.017 3.696 0.12
H 5.340 -1.474 3.043 0.11
H 5.795 -0.670 0.746 0.11
H 5.747 -0.330 -1.133 0.10
C 2.397 3.568 0.547 -0.19
Si 1.070 4.118 1.782 0.41
C 1.645 3.619 3.512 -0.19
C 0.861 5.993 1.655 -0.19
C -0.571 3.250 1.433 -0.54
Te -0.225 1.100 1.382 1.42
C -1.117 0.816 3.335 -0.52
Si -2.944 0.327 3.254 0.43
C -3.877 1.661 2.300 -0.18
C -3.170 -1.367 2.453 -0.17
C -3.580 0.249 5.036 -0.19
H 3.378 3.944 0.843 0.03
H 2.194 3.937 -0.461 0.03
H 2.457 2.478 0.503 -0.01
H 2.616 4.057 3.754 0.03
H 1.739 2.533 3.575 0.01
H 0.937 3.941 4.279 0.03
H 1.792 6.510 1.893 0.03
H 0.095 6.352 2.344 0.03
H 0.566 6.287 0.646 0.03
H -1.013 3.560 0.485 0.00
H -1.302 3.463 2.213 0.01
H -0.990 1.765 3.856 0.01
H -0.517 0.073 3.858 0.00
H -3.458 1.778 1.300 0.00
H -3.818 2.626 2.809 0.03
H -4.935 1.412 2.197 0.03
H -2.535 -1.487 1.573 -0.02
H -4.203 -1.501 2.127 0.03
H -2.952 -2.180 3.152 0.03
H -3.426 1.195 5.558 0.03
H -3.069 -0.529 5.607 0.03
H -4.648 0.028 5.061 0.03

---

Entry 2:
10
Properties=species:S:1:pos:R:3:lowdin_charge:R:1 method="wB97M-V/def2-TZVPD" orbital_gap_ev=9.987 homo_energy_ha=-0.331 total_energy_ha=-247.23864 smiles="O=C1CNC1"
O -1.389 1.057 -1.408 0.10
C -0.635 0.534 -0.640 -0.36
C -0.789 -0.448 0.546 -0.12
N 0.670 -0.431 0.684 -0.07
C 0.883 0.353 -0.540 -0.13
H -1.422 -0.116 1.382 0.12
H -1.145 -1.441 0.227 0.12
H 1.119 -0.286 1.576 0.10
H 1.720 1.012 -0.753 0.11
H 1.132 -0.261 -1.440 0.12